Record 1
ORCA calculation (ωB97M-V with the def2-TZVPD basis set) on C37H39Ge2N5OPPdS as an isolated structure in a non-equilibrium geometry.

maximum force = 0.0442 Eh/bohr
relative energy (zero: lowest compared OMol25 entry of this formula, charge and spin) = 1.113 eV
orbital gap = 6.727 eV
net charge = +1

Element x y z (Å)
Pd (0.19292, 0.27882, -0.13649)
O (-0.85931, -2.61179, 0.44810)
N (-1.68154, -1.60792, -0.07999)
C (-2.57908, -1.27701, 0.75136)
C (-3.61012, -0.25954, 0.39898)
C (-4.92938, -0.68238, 0.56548)
C (-5.99480, 0.13064, 0.22427)
C (-5.75526, 1.40323, -0.26953)
C (-4.45179, 1.84791, -0.40772)
C (-3.36166, 1.03571, -0.08009)
P (-1.68959, 1.78596, -0.20572)
C (-1.64139, 2.94659, 1.19368)
C (-0.53022, 3.78791, 1.29599)
C (-0.40219, 4.66295, 2.36155)
C (-1.38214, 4.69884, 3.34826)
C (-2.48064, 3.85984, 3.26040)
C (-2.61162, 2.98231, 2.18849)
C (-1.86225, 2.83118, -1.69327)
C (-1.88480, 4.22222, -1.67292)
C (-1.99703, 4.93680, -2.86160)
C (-2.08595, 4.27016, -4.07347)
C (-2.08457, 2.88005, -4.09903)
C (-1.97855, 2.16739, -2.91573)
H (-0.40058, -2.95663, -0.32978)
H (-2.65111, -1.78335, 1.71254)
H (-5.11394, -1.68075, 0.94429)
H (-7.00868, -0.22989, 0.33894)
H (-6.57949, 2.04935, -0.54221)
H (-4.27062, 2.85044, -0.77607)
H (0.23104, 3.76403, 0.52224)
H (0.45796, 5.31777, 2.42376)
H (-1.28665, 5.38274, 4.18193)
H (-3.24590, 3.88738, 4.02553)
H (-3.47600, 2.33332, 2.13012)
H (-1.82058, 4.75730, -0.73525)
H (-2.02273, 6.01888, -2.83539)
H (-2.16566, 4.83032, -4.99633)
H (-2.16331, 2.35389, -5.04200)
H (-2.00222, 1.08187, -2.93404)
N (1.43662, -0.63717, 4.95665)
C (0.60727, 0.38010, 5.21337)
N (0.43411, 0.76563, 6.48525)
N (-0.05469, 1.04292, 4.28187)
C (0.02562, 0.66548, 3.04123)
N (0.04773, 0.35071, 1.92902)
H (2.00603, -1.04260, 5.67790)
H (1.70337, -0.81487, 3.99962)
H (0.80008, 0.23165, 7.25190)
H (-0.27890, 1.44982, 6.66883)
S (1.04712, 0.03914, -3.37870)
C (0.51124, -0.10883, -1.98994)
C (2.53384, -3.05238, -1.83118)
Ge (3.24505, -2.36059, -0.14424)
C (5.18583, -2.60282, -0.14141)
C (2.48896, -3.39349, 1.33388)
Ge (2.58718, -0.02372, 0.06859)
C (3.38498, 1.13556, -1.29187)
C (2.90068, 2.43758, -1.45618)
C (3.33438, 3.23654, -2.50489)
C (4.25423, 2.73619, -3.42030)
C (4.74578, 1.44664, -3.27194)
C (4.31394, 0.65346, -2.21240)
C (3.15845, 0.64208, 1.82922)
C (2.79513, 1.90974, 2.29380)
C (3.18892, 2.35405, 3.54888)
C (3.95848, 1.53395, 4.36829)
C (4.32826, 0.27295, 3.92592)
C (3.92557, -0.17023, 2.66709)
H (2.67445, -4.13386, -1.87593)
H (3.05805, -2.60258, -2.67666)
H (1.47012, -2.83422, -1.94466)
H (5.41104, -3.66565, -0.25439)
H (5.62423, -2.25470, 0.79425)
H (5.65599, -2.06435, -0.96394)
H (2.62257, -4.45784, 1.12970)
H (1.42426, -3.18940, 1.45726)
H (3.00178, -3.16012, 2.26852)
H (2.14750, 2.82044, -0.77608)
H (2.94679, 4.24131, -2.61948)
H (4.58705, 3.35142, -4.24671)
H (5.45858, 1.05332, -3.98620)
H (4.69818, -0.35565, -2.11530)
H (2.18557, 2.55691, 1.67309)
H (2.89780, 3.34028, 3.88936)
H (4.27613, 1.88321, 5.34335)
H (4.93600, -0.36679, 4.55565)
H (4.22929, -1.15572, 2.33299)

Here are the Löwdin charges for atoms 1 to 5, given in e:
1 Pd 0.449
2 O -0.084
3 N -0.029
4 C -0.129
5 C -0.198

=====

Record 2
ORCA calculation (ωB97M-V with the def2-TZVPD basis set) on a 2-piece molecular cluster, H5N2OP overall in a non-equilibrium geometry.

maximum force = 0.0310 Eh/bohr
relative energy (zero: lowest compared OMol25 entry of this formula, charge and spin) = 4.066 eV
orbital gap (alpha / beta) = 10.164 / 7.596 eV

Element x y z (Å)
N (-0.81161, 0.27383, -1.86707)
N (1.13242, -0.32262, 1.21329)
O (-0.98645, 0.98909, 2.05752)
P (-0.50962, -0.07897, 1.16568)
H (-1.76554, 0.17412, -2.16564)
H (-0.95839, 1.21179, -1.49978)
H (1.74197, 0.39251, 1.63479)
H (1.65418, -0.75090, 0.47515)
H (-0.93034, -1.35259, 1.44630)

Here are the Löwdin charges for atoms 1 to 5, given in e:
1 N 0.021
2 N -0.166
3 O -0.428
4 P 0.631
5 H -0.061